1.
This record from OMol25 describes a cluster of 14 separate species, C70H140F21N7O28 in total at a distorted geometry. The level of theory is ωB97M-V with the def2-TZVPD basis set.

```
266
Properties=species:S:1:pos:R:3:lowdin_charge:R:1
C 22.137 -11.082 32.642 -0.076
O 21.647 -11.874 31.599 -0.242
C 22.104 -13.186 31.372 -0.236
C 21.370 -13.789 30.225 -0.201
N 21.513 -12.846 29.144 -0.053
C 20.915 -13.162 27.889 -0.220
C 20.537 -11.999 27.045 -0.202
O 19.435 -12.469 26.240 -0.180
C 19.091 -11.509 25.280 -0.141
H 23.245 -11.240 32.664 0.107
H 21.752 -11.575 33.501 0.067
H 21.799 -10.092 32.659 0.061
H 22.030 -13.771 32.296 0.114
H 23.172 -13.077 31.118 0.132
H 20.326 -14.121 30.382 0.123
H 21.981 -14.695 30.041 0.116
H 21.483 -11.870 29.392 0.098
H 19.997 -13.802 28.043 0.116
H 21.607 -13.746 27.274 0.125
H 21.367 -11.635 26.408 0.138
H 20.250 -11.228 27.717 0.080
H 18.451 -11.920 24.515 0.066
H 19.919 -11.116 24.689 0.091
H 18.460 -10.671 25.626 0.083
C 18.078 -11.102 29.832 -0.077
O 18.145 -9.755 30.274 -0.193
C 19.448 -9.355 30.058 -0.246
C 19.676 -8.061 30.889 -0.179
N 19.300 -8.317 32.292 -0.050
C 19.568 -7.163 33.105 -0.244
C 19.077 -7.440 34.515 -0.211
O 17.717 -7.893 34.537 -0.213
C 16.904 -6.784 34.384 -0.141
H 17.035 -11.429 29.918 0.072
H 18.773 -11.731 30.408 0.094
H 18.293 -11.203 28.734 0.091
H 19.624 -9.245 28.963 0.130
H 20.126 -10.100 30.474 0.095
H 19.212 -7.207 30.402 0.113
H 20.726 -7.899 30.870 0.100
H 18.318 -8.626 32.351 0.116
H 18.954 -6.259 32.699 0.124
H 20.610 -6.818 33.028 0.125
H 19.181 -6.617 35.188 0.105
H 19.569 -8.393 34.850 0.139
H 15.834 -7.032 34.316 0.089
H 17.193 -6.280 33.417 0.082
H 17.213 -6.069 35.209 0.105
C 17.397 -16.024 24.888 -0.094
O 17.869 -16.664 26.064 -0.219
C 18.482 -15.829 27.056 -0.162
C 19.678 -16.730 27.461 -0.200
N 20.571 -17.155 26.401 -0.040
C 21.338 -18.313 26.787 -0.236
C 22.380 -18.704 25.772 -0.210
O 21.731 -19.296 24.610 -0.185
C 22.627 -19.653 23.585 -0.146
H 16.546 -15.328 25.008 0.058
H 17.108 -16.821 24.195 0.088
H 18.240 -15.462 24.430 0.099
H 17.782 -15.755 27.902 0.098
H 18.702 -14.814 26.750 0.093
H 19.238 -17.628 27.941 0.110
H 20.282 -16.211 28.190 0.093
H 20.048 -17.393 25.581 0.103
H 20.699 -19.227 26.841 0.136
H 21.785 -18.151 27.802 0.108
H 23.058 -19.471 26.213 0.127
H 22.947 -17.717 25.593 0.146
H 22.127 -20.198 22.742 0.096
H 23.451 -20.317 23.873 0.078
H 23.125 -18.804 23.089 0.083
C 11.777 -9.623 24.771 -0.064
O 11.710 -10.021 26.171 -0.200
C 11.360 -11.401 26.279 -0.215
C 11.296 -11.859 27.712 -0.176
N 12.440 -11.500 28.536 -0.042
C 12.320 -10.304 29.343 -0.193
C 13.524 -10.090 30.217 -0.254
O 13.631 -8.719 30.556 -0.193
C 14.699 -8.623 31.530 -0.074
H 12.053 -8.585 24.729 0.071
H 10.805 -9.678 24.312 0.085
H 12.612 -10.171 24.257 0.071
H 12.117 -11.938 25.739 0.088
H 10.376 -11.504 25.773 0.132
H 11.154 -12.980 27.659 0.124
H 10.411 -11.490 28.188 0.109
H 13.238 -11.658 27.972 0.065
H 11.406 -10.334 29.880 0.109
H 12.211 -9.353 28.752 0.128
H 14.407 -10.363 29.600 0.109
H 13.488 -10.718 31.112 0.100
H 14.615 -7.548 31.869 0.105
H 15.650 -8.857 31.076 0.075
H 14.402 -9.181 32.381 0.069
C 19.538 -15.934 34.049 -0.145
O 19.100 -14.825 34.724 -0.184
C 18.963 -13.649 33.875 -0.215
C 18.370 -12.580 34.668 -0.234
N 17.019 -12.912 35.142 -0.049
C 16.483 -12.032 36.161 -0.209
C 15.004 -12.323 36.355 -0.215
O 14.853 -13.675 36.786 -0.193
C 13.489 -14.017 37.018 -0.095
H 20.444 -15.749 33.417 0.087
H 18.790 -16.260 33.303 0.068
H 19.710 -16.745 34.782 0.101
H 18.292 -13.798 32.998 0.112
H 19.971 -13.389 33.415 0.125
H 18.326 -11.707 34.016 0.124
H 19.095 -12.387 35.496 0.134
H 17.032 -13.867 35.503 0.104
H 16.635 -11.041 35.731 0.115
H 17.083 -12.028 37.081 0.123
H 14.455 -12.199 35.396 0.121
H 14.521 -11.653 37.072 0.118
H 13.512 -15.000 37.415 0.072
H 12.903 -14.041 36.116 0.074
H 13.010 -13.396 37.742 0.080
C 13.848 -11.432 22.622 -0.143
O 12.574 -11.818 22.310 -0.184
C 12.257 -11.668 21.009 -0.276
C 10.884 -12.236 20.790 -0.243
N 10.230 -11.950 19.556 -0.037
C 9.016 -12.747 19.446 -0.221
C 8.548 -12.791 18.038 -0.243
O 9.417 -13.562 17.208 -0.210
C 9.084 -13.461 15.803 -0.101
H 13.891 -10.315 22.612 0.099
H 14.568 -11.810 21.839 0.113
H 14.103 -11.913 23.588 0.085
H 12.955 -12.226 20.367 0.129
H 12.291 -10.628 20.621 0.143
H 10.266 -11.917 21.639 0.127
H 10.960 -13.342 21.018 0.118
H 10.806 -12.206 18.759 0.118
H 8.203 -12.338 20.021 0.121
H 9.166 -13.765 19.802 0.115
H 8.491 -11.802 17.538 0.125
H 7.530 -13.196 17.879 0.126
H 9.185 -12.395 15.409 0.106
H 8.116 -13.939 15.571 0.088
H 9.829 -14.014 15.244 0.073
C 17.396 -16.493 30.632 -0.086
O 16.550 -15.549 29.983 -0.212
C 15.869 -14.655 30.870 -0.170
C 15.048 -13.619 30.083 -0.198
N 13.804 -14.103 29.579 -0.026
C 13.847 -14.807 28.315 -0.161
C 14.757 -14.254 27.215 -0.241
O 14.416 -12.950 26.903 -0.203
C 15.414 -12.230 26.109 -0.033
H 17.843 -17.073 29.823 0.067
H 16.881 -17.084 31.415 0.082
H 18.134 -15.861 31.233 0.083
H 16.613 -14.200 31.540 0.106
H 15.124 -15.142 31.519 0.100
H 15.665 -13.187 29.257 0.109
H 14.680 -12.792 30.691 0.108
H 13.165 -13.357 29.536 0.058
H 12.874 -14.885 27.904 0.106
H 14.188 -15.804 28.503 0.077
H 14.703 -14.864 26.299 0.108
H 15.818 -14.322 27.511 0.110
H 16.169 -11.834 26.781 0.088
H 15.012 -11.372 25.649 0.046
H 15.772 -12.883 25.331 0.079
C 24.639 -18.129 30.239 -0.031
C 23.215 -17.675 30.134 -0.244
O 22.336 -18.758 30.139 0.023
C 21.063 -18.513 30.431 -0.360
O 20.602 -17.418 30.760 0.118
C 20.184 -19.772 30.518 -0.515
F 20.657 -20.856 29.782 0.119
F 20.186 -20.080 31.831 0.163
F 18.960 -19.567 30.128 0.200
H 24.852 -18.953 29.589 0.077
H 24.791 -18.405 31.256 0.075
H 25.248 -17.262 29.945 0.096
H 22.887 -17.083 29.314 0.108
H 22.972 -17.125 31.043 0.126
C 8.272 -19.862 30.276 -0.044
C 8.078 -18.371 30.174 -0.180
O 8.435 -17.990 28.851 0.048
C 7.917 -16.959 28.320 -0.409
O 7.073 -16.249 28.881 0.120
C 8.764 -16.493 27.152 -0.505
F 8.094 -16.045 26.110 0.182
F 9.523 -15.514 27.748 0.137
F 9.628 -17.403 26.642 0.147
H 7.528 -20.457 29.885 0.046
H 8.426 -20.068 31.349 0.090
H 9.262 -20.075 29.798 0.091
H 8.781 -17.834 30.855 0.121
H 7.034 -18.043 30.299 0.135
C 14.763 -19.285 26.687 -0.040
C 14.990 -18.267 27.729 -0.184
O 13.784 -18.103 28.536 0.034
C 13.793 -18.277 29.797 -0.427
O 14.687 -18.567 30.546 0.157
C 12.421 -17.791 30.327 -0.540
F 12.009 -16.687 29.695 0.166
F 11.541 -18.800 30.117 0.157
F 12.494 -17.485 31.586 0.199
H 13.856 -18.920 26.212 0.087
H 14.631 -20.270 27.162 0.102
H 15.613 -19.185 26.015 0.088
H 15.169 -17.239 27.413 0.117
H 15.750 -18.587 28.441 0.124
C 15.182 -8.668 27.405 -0.063
C 14.948 -8.126 26.088 -0.173
O 15.728 -8.885 25.088 0.020
C 15.878 -8.572 23.834 -0.402
O 15.334 -7.648 23.239 0.138
C 16.889 -9.544 23.153 -0.516
F 16.670 -10.848 23.445 0.132
F 16.917 -9.427 21.872 0.222
F 18.149 -9.197 23.645 0.109
H 16.302 -8.628 27.588 0.110
H 14.865 -9.703 27.662 0.072
H 14.695 -8.023 28.191 0.111
H 15.263 -7.078 25.921 0.148
H 13.931 -8.203 25.810 0.092
C 9.052 -14.956 22.918 -0.027
C 10.070 -15.423 23.986 -0.132
O 11.376 -15.540 23.293 0.049
C 12.375 -14.954 23.834 -0.378
O 12.438 -14.321 24.890 0.113
C 13.656 -15.236 22.901 -0.556
F 14.694 -14.510 23.156 0.196
F 13.989 -16.569 22.956 0.127
F 13.311 -14.996 21.659 0.178
H 9.408 -14.088 22.412 0.035
H 8.165 -14.630 23.496 0.089
H 8.766 -15.770 22.244 0.088
H 9.929 -16.419 24.385 0.109
H 10.155 -14.751 24.846 0.113
C 12.368 -13.227 32.868 -0.053
C 11.610 -14.313 32.252 -0.185
O 10.256 -13.847 31.900 0.052
C 9.271 -14.695 31.736 -0.374
O 9.341 -15.892 31.860 0.139
C 7.887 -13.940 31.716 -0.616
F 6.905 -14.838 31.559 0.157
F 7.733 -13.468 32.902 0.214
F 7.782 -12.988 30.831 0.204
H 12.061 -12.995 33.896 0.089
H 12.459 -12.334 32.318 0.049
H 13.386 -13.629 32.818 0.078
H 11.504 -15.185 32.926 0.128
H 12.066 -14.732 31.377 0.089
C 14.958 -16.520 33.781 -0.070
C 14.575 -17.185 35.033 -0.157
O 13.142 -17.643 35.077 0.044
C 12.917 -18.634 34.227 -0.438
O 13.649 -19.398 33.682 0.184
C 11.379 -18.847 34.246 -0.533
F 10.676 -17.717 34.245 0.161
F 11.064 -19.538 33.150 0.157
F 10.964 -19.511 35.364 0.142
H 14.241 -15.750 33.502 0.074
H 15.105 -17.228 32.973 0.064
H 15.947 -16.079 33.930 0.090
H 14.600 -16.479 35.842 0.095
H 15.281 -18.001 35.346 0.150
```

Properties
**Total charge**: 0
**LUMO**: 0.017 hartree
**DFT total energy**: -7338.0302 a.u.
**Kohn-Sham gap**: 0.3183 Eh

---

2.
This record from OMol25 describes a cluster of 2 separate species, C10H16 in total at a distorted geometry. The level of theory is ωB97M-V with the def2-TZVPD basis set.

```
26
Properties=species:S:1:pos:R:3:mulliken_spin:R:1
C 0.096 -1.763 -1.909 0.006
C 1.267 -2.049 -2.846 0.003
C -0.911 -2.911 -1.823 0.003
H 0.432 -1.528 -0.900 0.001
H -0.317 -0.832 -2.305 0.003
H 1.886 -1.179 -3.045 0.000
H -1.942 -2.708 -2.098 0.000
H -0.610 -3.713 -2.505 0.001
H 0.904 -2.430 -3.805 0.000
H 1.935 -2.822 -2.453 0.000
H -0.894 -3.361 -0.836 0.000
C 0.168 0.948 3.504 0.019
C 0.965 0.903 -0.174 0.058
C -0.313 1.302 -0.694 0.284
C 1.136 0.883 1.168 0.097
C 0.037 1.149 2.036 0.229
C -1.389 1.647 0.138 0.042
C -1.225 1.553 1.488 0.165
H 1.773 0.823 -0.882 0.007
H -0.411 1.365 -1.766 0.010
H 2.077 0.638 1.635 0.004
H -2.338 1.960 -0.268 0.005
H 0.450 1.896 3.972 0.048
H 0.901 0.166 3.715 0.006
H -2.039 1.878 2.131 0.000
H -0.783 0.603 3.897 0.008
```

Properties
**⟨S²⟩**: 0.767
**Total charge**: +1
**ΔE to the lowest compared entry with this formula, charge and spin**: 3.9 kcal/mol
**Spin multiplicity**: 2
**LUMO (spin up / spin down)**: -0.160 / -0.298 hartree
**DFT total energy**: -390.3036 a.u.
**Kohn-Sham gap (spin up / spin down)**: 0.3649 / 0.2277 Eh